1.
# C25H21F4IrN3

C25H21F4IrN3 as an isolated structure (ωB97M-V with the def2-TZVPD basis set, the Open Molecules 2025 dataset).

Summary:
Energy in eV: -44428.3125
Energy relative to the best compared isomer or geometry (same formula, charge and spin) in eV: 0.9792
Max |F| in eV/A: 0.7
Molecular weight in g/mol: 631.67
Gap between HOMO and LUMO (alpha / beta) in eV: 6.478 / 6.109
Highest occupied orbital energy (alpha / beta) in eV: -14.8 / -14.8
Total charge: +2
Multiplicity: 2

The geometry in XYZ format:
```
54
Properties=species:S:1:pos:R:3:forces:R:3
Ir -0.6267 0.9502 -0.4123 -0.19 0.51 -0.05
C -2.4848 -0.5087 1.3597 -0.05 -0.06 0.04
N -1.5047 0.6043 1.4593 -0.26 0.10 -0.47
C -2.2251 1.8479 1.8642 0.01 0.02 -0.04
C -0.4364 0.2926 2.4522 0.29 -0.04 0.00
C 0.8036 1.0436 2.0202 0.03 -0.26 0.20
N 0.9378 0.7225 0.5876 0.66 -0.11 0.17
C 2.2126 0.8263 0.0000 0.02 -0.02 -0.11
C 2.7038 -0.1870 -0.8263 0.02 -0.11 0.05
F 1.9911 -1.2937 -1.0159 -0.09 0.04 -0.01
C 3.9636 -0.0877 -1.3954 -0.03 -0.06 -0.02
F 4.3964 -1.0819 -2.1555 -0.03 0.02 0.02
C 4.7603 1.0115 -1.1604 0.08 0.03 -0.02
C 4.2855 2.0233 -0.3444 0.06 0.06 -0.01
F 5.0224 3.0987 -0.1144 -0.03 -0.01 0.00
C 3.0332 1.9378 0.2238 -0.11 0.12 0.02
F 2.5670 2.9525 0.9616 0.00 -0.04 -0.01
H -2.9332 -0.6763 2.3405 0.01 0.00 0.01
H -1.9749 -1.4078 1.0243 -0.02 0.00 0.03
H -3.2634 -0.2402 0.6489 0.01 0.00 -0.01
H -2.7209 1.6724 2.8197 0.00 -0.02 0.01
H -2.9693 2.0991 1.1118 0.01 -0.02 -0.02
H -1.5270 2.6758 1.9751 0.02 -0.03 0.01
H -0.2360 -0.7776 2.4175 -0.06 0.01 -0.04
H -0.7774 0.5547 3.4532 -0.01 0.04 0.00
H 1.6885 0.6904 2.5518 -0.02 0.03 0.02
H 0.7409 2.1227 2.1732 -0.08 -0.02 0.08
H 5.7451 1.0819 -1.6036 0.00 0.00 0.00
C -1.4711 -2.6632 -2.5794 0.02 0.01 0.00
C -2.3029 -2.1780 -3.5741 -0.03 0.18 0.00
C -2.5693 -0.8123 -3.6597 0.00 -0.26 -0.14
C -1.9892 0.0662 -2.7634 -0.02 0.05 -0.09
C -1.1364 -0.4314 -1.7615 -0.35 -0.45 0.35
C -0.9013 -1.7934 -1.6527 0.09 0.13 -0.04
C -2.2346 1.5109 -2.7646 -0.02 0.13 -0.09
C -2.9611 2.2291 -3.7159 -0.08 -0.16 -0.09
C -3.0822 3.5850 -3.5793 -0.08 0.11 -0.08
C -2.4535 4.2715 -2.5215 0.07 -0.02 0.07
C -2.5133 5.6779 -2.3736 -0.04 -0.09 -0.07
C -1.8417 6.2891 -1.3572 0.07 0.03 0.10
C -1.0712 5.5218 -0.4578 -0.01 0.06 0.00
C -1.0005 4.1585 -0.5690 -0.03 0.01 0.00
C -1.7073 3.5101 -1.5965 -0.11 -0.15 -0.14
N -1.6677 2.1379 -1.7346 0.20 0.25 0.35
H -1.2730 -3.7242 -2.5093 0.01 0.00 0.02
H -2.7583 -2.8602 -4.2783 0.00 0.01 -0.02
H -3.2362 -0.4464 -4.4290 0.00 -0.02 0.00
H -0.2716 -2.1884 -0.8702 0.06 -0.01 0.07
H -3.4241 1.7106 -4.5422 0.00 0.03 -0.01
H -3.6559 4.1536 -4.3016 0.01 -0.02 -0.01
H -3.0899 6.2551 -3.0850 0.00 -0.01 0.00
H -1.8798 7.3635 -1.2440 0.00 0.00 0.01
H -0.5168 6.0241 0.3239 0.00 0.00 0.00
H -0.3602 3.5997 0.1082 -0.01 -0.02 -0.01
```
Forces are in eV/Å.

2.
# C25H21N4O6

An isolated ion of composition C25H21N4O6 and charge -1 at a distorted geometry (ωB97M-V with the def2-TZVPD basis set, the Open Molecules 2025 dataset).

Summary:
Energy in eV: -44506.8140
Energy relative to the best compared isomer or geometry (same formula, charge and spin) in eV: 0.9626
Max |F| in eV/A: 4.8
Molecular weight in g/mol: 473.47
Gap between HOMO and LUMO in eV: 4.921
Highest occupied orbital energy in eV: -3.7
Total charge: -1
Multiplicity: 1

The geometry in XYZ format:
```
56
Properties=species:S:1:pos:R:3:forces:R:3
C 4.5923 -3.8425 -2.6470 -0.35 -0.10 0.18
C 4.4782 -4.6050 -1.4816 -0.08 -0.09 -0.10
C 3.2196 -4.8715 -0.9332 -0.14 0.40 -0.23
C 2.0651 -4.3280 -1.5199 0.81 -0.15 -0.26
C 0.7336 -4.4296 -0.8636 -0.34 0.80 -0.03
O 0.4054 -3.0488 -0.4665 0.44 -1.42 -0.43
C -0.7607 -2.9756 0.2032 -2.89 2.37 2.65
N -1.0600 -1.9147 1.0430 -1.82 -4.30 -1.05
N -0.5131 -0.7387 0.9517 -0.04 4.17 -2.45
C -1.7553 0.2158 0.6361 1.67 -1.60 3.02
O -2.7041 0.2306 1.3817 0.36 0.51 -0.72
O -1.6500 0.8771 -0.5071 -0.38 0.92 -0.63
C -2.7578 1.8683 -0.6855 0.00 -0.51 0.49
C -2.7929 2.5335 -2.0438 0.01 0.13 -0.10
C -2.1793 3.7875 -2.2144 -0.13 -0.40 -0.20
C -2.2454 4.4495 -3.4405 -0.14 -0.15 -0.11
C -2.9585 3.8926 -4.5083 0.14 -0.20 0.36
C -3.6179 2.6733 -4.3277 0.09 0.07 0.15
C -3.5539 2.0026 -3.1016 0.36 0.28 0.11
O -1.6510 -3.8223 0.2392 1.12 -1.97 -1.37
C 2.1772 -3.6165 -2.7202 0.39 -0.01 0.08
C 3.4370 -3.3657 -3.2733 -0.23 -0.08 0.09
H 5.5720 -3.6219 -3.0654 -0.17 -0.04 0.08
H 5.3773 -4.9861 -0.9898 -0.29 0.09 -0.17
H 3.1236 -5.4760 -0.0265 0.07 0.30 -0.24
H -0.0226 -4.8149 -1.5591 0.00 0.17 0.28
H 0.7676 -5.0751 0.0185 -0.12 0.14 -0.06
H -3.7071 1.3390 -0.4861 0.51 0.25 -0.05
H -2.6056 2.6337 0.0969 -0.14 -0.40 -0.29
H -1.6618 4.2447 -1.3697 -0.03 -0.16 -0.25
H -1.7381 5.4033 -3.5695 -0.12 -0.14 0.06
H -2.9962 4.4027 -5.4735 -0.02 -0.15 0.32
H -4.1841 2.2475 -5.1544 0.06 0.04 0.21
H -4.1062 1.0731 -2.9503 0.25 0.20 -0.08
H 1.2648 -3.2428 -3.1960 0.38 -0.02 0.19
H 3.5123 -2.7782 -4.1899 0.01 -0.17 0.23
C 0.4016 -1.5935 3.1329 0.55 -0.48 0.93
C 0.4992 -0.5375 2.0418 -0.74 1.22 0.31
C 1.7199 -0.7715 1.2664 1.93 -0.12 -0.69
N 2.6752 -0.9774 0.6380 -1.11 0.34 0.88
C 0.4310 0.8739 2.6354 0.41 -0.36 0.63
C -0.4598 1.1710 3.6927 -0.08 0.23 -0.22
C -0.5645 2.4570 4.2067 0.34 0.11 -0.29
C 0.2737 3.4646 3.6958 0.10 -1.59 -0.81
N 0.1118 4.8098 4.1307 -0.28 2.62 0.98
O 0.8566 5.6949 3.6498 -1.29 -1.54 0.83
O -0.7778 5.0567 4.9777 1.56 -0.39 -1.46
C 1.2246 3.1596 2.7138 -0.24 0.05 0.25
C 1.3169 1.8592 2.2153 -0.19 0.58 -0.14
H -0.1520 -1.3049 4.0216 -0.30 0.15 -0.24
H -0.0279 -2.5120 2.7464 -0.18 0.10 -0.24
H 1.3904 -1.8396 3.5110 0.34 0.14 -0.10
H -1.0904 0.3937 4.1213 0.06 0.26 -0.34
H -1.2781 2.7049 4.9864 0.15 -0.10 -0.16
H 1.8710 3.9460 2.3428 -0.05 -0.10 0.08
H 2.0739 1.6243 1.4673 -0.23 0.06 0.14
```
Forces are in eV/Å.

3.
# C25H22AsClN3O8SW

C25H22AsClN3O8SW as an isolated structure at a distorted geometry (ωB97M-V with the def2-TZVPD basis set, the Open Molecules 2025 dataset).

Summary:
Energy in eV: -133148.9439
Energy relative to the best compared isomer or geometry (same formula, charge and spin) in eV: 1.9243
Max |F| in eV/A: 1.8
Molecular weight in g/mol: 818.75
Gap between HOMO and LUMO (alpha / beta) in eV: 5.155 / 5.677
Highest occupied orbital energy (alpha / beta) in eV: -9.2 / -9.6
Total charge: +1
Multiplicity: 1

The geometry in XYZ format:
```
62
Properties=species:S:1:pos:R:3:forces:R:3
W -0.4877 0.0284 -0.8828 0.41 -0.96 1.41
Cl 5.9350 2.4404 -2.7579 -0.02 -0.01 0.01
C 4.4633 2.0086 -1.9522 0.04 0.06 -0.01
C 3.7385 2.9912 -1.2715 0.03 0.03 -0.01
C 2.5680 2.6759 -0.6185 -0.07 -0.06 0.00
C 2.0797 1.3677 -0.6600 -0.11 0.20 0.09
O 0.9674 1.0395 -0.0071 0.13 0.36 0.01
C 2.8137 0.3850 -1.3340 -0.01 -0.24 -0.05
C 2.3977 -0.9856 -1.2311 0.20 0.16 -0.14
N 1.2199 -1.3594 -0.8565 -0.09 -0.30 -0.16
C 0.9523 -2.7313 -0.5640 -0.06 0.19 -0.01
C 1.8111 -3.7840 -0.7160 0.05 -0.17 0.00
C 1.4092 -5.0919 -0.3627 0.07 0.12 -0.04
C 0.1646 -5.3302 0.1407 -0.10 0.04 0.02
C -0.7498 -4.2607 0.3013 -0.02 -0.18 0.04
C -2.0709 -4.4261 0.7824 0.06 -0.03 -0.01
C -2.8920 -3.3431 0.8760 0.02 0.09 0.01
C -2.4041 -2.0788 0.4919 -0.08 -0.04 0.05
N -1.1778 -1.8888 0.0663 -0.15 -0.12 -0.34
C -0.3455 -2.9668 -0.0506 0.05 0.22 -0.02
C 4.0208 0.7121 -1.9696 0.00 -0.10 -0.03
H 4.1094 4.0074 -1.2627 0.01 0.00 0.00
H 1.9981 3.4282 -0.0908 0.00 -0.01 0.00
H 3.1587 -1.7313 -1.4497 -0.01 -0.02 0.13
H 2.8078 -3.6388 -1.1084 0.00 -0.05 0.01
H 2.1054 -5.9083 -0.4954 0.01 0.01 -0.01
H -0.1403 -6.3326 0.4111 -0.01 0.01 0.00
H -2.4180 -5.4140 1.0581 0.01 0.00 -0.01
H -3.9117 -3.4363 1.2200 0.00 0.03 0.00
H -3.0377 -1.2024 0.5259 -0.02 -0.01 0.00
H 4.5902 -0.0540 -2.4809 0.01 0.01 0.00
O -0.9375 -1.3315 -2.3625 -0.36 0.71 -1.02
As -0.6651 0.3930 -3.9711 1.32 0.33 0.16
O 0.3022 -0.4017 -4.9854 -0.60 -0.46 -0.19
O 0.1337 0.8819 -2.5846 0.31 0.76 0.11
C -1.6858 1.7866 -4.7426 -0.83 -0.59 -0.17
C -1.9700 1.6880 -6.1048 -0.12 0.02 -0.03
C -2.9062 2.5435 -6.6601 0.17 -0.07 -0.10
C -3.5722 3.4558 -5.8546 -0.08 0.11 0.11
C -3.3036 3.5516 -4.4957 0.02 0.05 -0.08
C -2.3621 2.7091 -3.9346 0.19 -0.16 -0.30
S -2.5381 2.0287 -1.3039 0.02 0.17 0.08
O -1.9548 2.8566 -2.6538 -0.09 0.08 0.47
O -2.5063 0.5573 -1.6652 -0.14 -0.02 -0.35
O -1.2942 2.1484 -0.4959 -0.14 0.03 -0.14
H -0.2289 -1.7830 -2.8390 0.09 -0.15 0.15
H -1.4507 0.9572 -6.7115 -0.02 -0.04 0.02
H -3.1202 2.4967 -7.7186 0.01 0.00 0.00
H -4.3081 4.1172 -6.2928 0.00 -0.01 0.00
H -3.7935 4.2863 -3.8714 0.00 0.00 0.00
C 1.1553 -0.7987 2.5377 0.01 0.03 -0.02
N 0.0276 -0.1050 3.1369 0.01 -0.11 -0.10
C 0.1006 0.0925 4.5773 -0.04 0.10 0.06
C -0.9857 0.3912 2.4436 0.05 0.07 0.01
O -1.1806 0.3604 1.2220 -0.10 -0.10 0.35
H 2.0817 -0.3136 2.8477 0.01 -0.01 -0.02
H 1.0801 -0.7474 1.4605 0.00 0.00 -0.02
H 1.1688 -1.8374 2.8731 0.00 0.00 0.01
H 0.5015 -0.8041 5.0500 -0.06 0.01 -0.05
H -0.8905 0.2880 4.9801 0.01 0.02 0.02
H 0.7544 0.9345 4.8065 0.03 -0.03 0.06
H -1.7423 0.8756 3.0699 0.00 0.01 0.02
```
Forces are in eV/Å.

4.
# C25H22BrN8O4ReS2

C25H22BrN8O4ReS2 as an isolated structure (ωB97M-V with the def2-TZVPD basis set, the Open Molecules 2025 dataset).

Summary:
Energy in eV: -140233.1730
Max |F| in eV/A: 0.1
Molecular weight in g/mol: 828.75
Gap between HOMO and LUMO (alpha / beta) in eV: 6.596 / 6.378
Highest occupied orbital energy (alpha / beta) in eV: -10.7 / -10.7
Total charge: +1
Multiplicity: 2

The geometry in XYZ format:
```
63
Properties=species:S:1:pos:R:3:forces:R:3
Re 0.0970 -1.2690 0.6299 0.03 0.10 -0.04
C -3.5597 0.4478 2.1801 -0.01 -0.01 -0.02
C -2.3208 0.0949 1.4452 0.00 0.00 0.00
N -1.6060 -0.9551 1.6982 0.00 0.01 0.00
N -2.0103 -1.8033 2.7081 0.00 -0.01 0.01
C -1.1354 -2.7199 2.9741 0.00 0.01 -0.01
N -1.3843 -3.6218 3.9290 0.00 0.00 0.00
S 0.4530 -2.8895 2.1530 0.01 -0.04 0.05
C -1.8166 0.9563 0.3580 -0.01 0.01 0.00
C -2.4856 2.0941 -0.0584 0.00 0.00 0.00
C -1.9619 2.8386 -1.1047 0.00 0.00 0.00
C -0.7741 2.4429 -1.6948 -0.01 0.00 0.00
C -0.1498 1.3039 -1.2197 0.01 -0.01 0.00
N -0.6632 0.5770 -0.2305 0.01 -0.03 0.02
H -3.7310 -0.2520 2.9892 0.00 0.00 0.00
H -3.4750 1.4581 2.5837 0.01 0.00 0.01
H -4.4108 0.4231 1.4954 0.00 0.01 0.00
H -2.2287 -3.5502 4.4716 0.00 0.00 0.00
H -0.6893 -4.2984 4.1878 0.00 0.00 0.00
H -3.4082 2.3868 0.4199 0.00 0.00 0.00
H -2.4796 3.7226 -1.4522 0.00 0.00 0.00
H -0.3312 2.9994 -2.5078 0.00 0.00 0.00
H 0.7842 0.9509 -1.6381 0.00 0.00 0.00
N 2.8463 6.2710 -0.0001 0.00 0.00 0.00
C 2.5151 5.1002 0.6341 0.01 0.00 0.00
C 3.5095 4.2952 1.2071 0.00 0.00 0.00
C 3.1842 3.1017 1.8142 -0.01 0.01 0.00
C 1.8553 2.6881 1.8515 0.00 0.00 0.00
C 0.8549 3.4796 1.2969 0.01 0.01 0.00
C 1.1803 4.6736 0.6899 0.00 0.00 0.00
S 1.4324 1.1845 2.6232 0.01 0.01 0.00
O 2.4312 0.8438 3.5825 -0.01 0.00 0.00
O 0.0386 1.2160 2.9716 0.00 -0.01 0.01
N 1.4741 0.0429 1.4096 -0.02 -0.02 -0.03
C 2.5497 -0.3079 0.6493 -0.02 0.01 0.00
N 3.7767 0.1706 0.7056 0.00 -0.01 0.00
C 4.6346 -0.3758 -0.1549 0.00 0.00 -0.01
C 4.2905 -1.3766 -1.0566 0.00 0.01 0.01
C 2.9781 -1.8085 -1.0516 -0.01 0.01 -0.01
N 2.1077 -1.2652 -0.2075 -0.02 -0.02 0.03
H 3.7507 6.6672 0.1902 0.00 0.00 0.00
H 2.1180 6.9475 -0.1502 0.00 0.00 0.00
H 4.5409 4.6243 1.1827 0.00 0.00 0.00
H 3.9470 2.4864 2.2691 0.00 0.00 0.00
H -0.1787 3.1674 1.3733 0.00 0.00 0.00
H 0.4020 5.3004 0.2711 0.00 0.00 0.00
H 5.6480 0.0065 -0.1197 0.00 0.00 0.00
H 5.0165 -1.7995 -1.7331 0.00 0.00 0.00
H 2.6083 -2.5784 -1.7168 0.00 0.00 0.00
Br 0.0587 -6.3871 -4.0267 0.00 0.00 0.00
C -1.2997 -5.1223 -3.6707 0.00 0.00 0.00
C -2.5027 -5.1943 -4.3557 0.00 0.00 0.00
C -3.4967 -4.2624 -4.0884 0.00 0.00 0.00
C -3.2892 -3.2686 -3.1477 0.00 0.00 0.00
C -2.0758 -3.2065 -2.4699 0.00 0.00 0.00
C -1.0742 -4.1372 -2.7270 0.00 0.00 0.00
C -1.8847 -2.1304 -1.4651 0.01 0.01 0.01
O -2.7169 -1.3102 -1.1767 0.00 0.00 0.00
O -0.6561 -2.1500 -0.8894 -0.01 -0.02 -0.02
H -2.6603 -5.9724 -5.0896 0.00 0.00 0.00
H -4.4364 -4.3183 -4.6208 0.00 0.00 0.00
H -4.0540 -2.5370 -2.9276 0.00 0.00 0.00
H -0.1367 -4.0955 -2.1933 0.00 0.00 0.00
```
Forces are in eV/Å.

- What is the multiplicity in the first record?
  2

- Look up the energy of the second one.
  -44506.8140 eV